2 unconnected molecules or ions with the total composition C7H11N3O2, computed with wB97M-V/def2-TZVPD.

```
23
Properties=species:S:1:pos:R:3:forces:R:3
C -2.305 -0.063 -1.506 0.1848 0.5143 -0.1400
C -2.650 -1.265 -0.613 -0.2896 -0.6720 0.0845
C -2.217 -0.410 0.592 -0.3169 0.5725 -0.1578
C 1.362 0.096 1.108 -0.5576 -0.1420 -0.0814
C 2.506 0.991 -0.556 0.2134 -0.1100 -0.2443
C 3.179 -1.232 -0.049 0.1731 -0.3410 0.1687
C 1.722 -1.014 0.139 0.2076 -0.1919 0.1851
H -0.465 1.868 -0.057 -0.7117 0.1191 0.0679
H -1.534 -0.226 -2.262 0.0149 0.0034 0.0813
H -3.138 0.491 -1.940 -0.1562 -0.2461 -0.0755
H -2.033 -2.162 -0.767 -0.1840 0.3651 0.0228
H -3.707 -1.553 -0.569 0.3001 0.1478 -0.0560
H 1.761 -0.052 2.120 -0.0534 0.1872 -0.2602
H 0.287 0.194 1.188 -0.2559 -0.0550 0.2955
H 3.108 1.688 -1.141 -0.3287 -0.1325 -0.0468
H 3.878 -0.717 0.612 -0.2839 -0.1844 0.0264
H 3.541 -2.178 -0.441 -0.0534 0.1983 -0.1431
H 0.984 -1.781 -0.135 0.4840 0.3324 0.2001
N -1.834 0.586 -0.281 0.2533 -0.9487 0.4565
N 1.894 1.320 0.495 0.2393 0.3356 0.5139
N 2.432 -0.370 -0.974 0.0735 0.0459 -0.5795
O -1.453 1.868 -0.036 0.7886 0.3361 -0.1410
O -2.261 -0.487 1.789 0.2589 -0.1342 -0.1770
```
Forces are in eV/Å.

Charge: 0
LUMO level in eV: 0.860
Kohn-Sham gap in eV: 10.43
DFT total energy in eV: -15999.0393
Energy relative to the best compared isomer or geometry (same formula, charge and spin) in eV: 3.819